{
  "formula": "C52H98F8N10O12S2",
  "method": "the ωB97M-V functional and the def2-TZVPD basis",
  "species": ["C", "C", "N", "C", "C", "C", "C", "C", "O", "C", "H", "H", "H", "H", "H", "H", "H", "H", "H", "H", "H", "H", "H", "H", "H", "H", "H", "H", "H", "H", "F", "F", "C", "F", "F", "F", "S", "O", "O", "N", "S", "O", "O", "C", "F", "F", "F", "C", "C", "N", "C", "C", "C", "C", "H", "H", "H", "H", "H", "H", "H", "H", "H", "H", "H", "H", "H", "H", "H", "C", "C", "N", "C", "C", "C", "C", "H", "H", "H", "H", "H", "H", "H", "H", "H", "H", "H", "H", "H", "H", "H", "C", "C", "N", "C", "C", "C", "C", "H", "H", "H", "H", "H", "H", "H", "H", "H", "H", "H", "H", "H", "H", "H", "O", "C", "N", "C", "H", "H", "H", "H", "H", "O", "C", "N", "C", "H", "H", "H", "H", "H", "O", "C", "N", "C", "H", "H", "H", "H", "H", "O", "C", "N", "C", "H", "H", "H", "H", "H", "O", "C", "N", "C", "H", "H", "H", "H", "H", "C", "C", "C", "C", "C", "C", "C", "O", "C", "C", "C", "C", "C", "C", "C", "O", "H", "H", "H", "H", "H", "H", "H", "H"],
  "positions_angstrom": [[-0.6845, -0.1825, -2.2374], [0.4775, 0.2932, -1.4123], [0.8284, -0.6952, -0.2434], [-0.4146, -0.7696, 0.7384], [1.2421, -2.1470, -0.6367], [1.3231, -3.2158, 0.4741], [2.0877, -0.0742, 0.4567], [2.1281, 1.3588, 1.0298], [0.9565, 1.4697, 1.8031], [0.6388, 2.7906, 2.0963], [-1.3796, -0.7834, -1.6510], [-0.3973, -0.7657, -3.1123], [-1.3726, 0.5775, -2.6077], [0.2640, 1.1562, -0.7816], [1.4368, 0.4294, -1.9115], [-0.7641, 0.2547, 0.8679], [0.0235, -1.1626, 1.6559], [-1.1734, -1.4486, 0.3497], [2.1640, -2.2138, -1.2143], [0.5266, -2.5660, -1.3442], [1.3887, -4.1546, -0.0759], [0.4050, -3.3513, 1.0458], [2.1832, -3.1027, 1.1341], [2.8989, 0.0307, -0.2638], [2.4417, -0.7128, 1.2660], [2.3382, 1.9892, 0.1658], [2.9029, 1.5373, 1.7755], [0.3180, 3.3113, 1.1940], [1.4131, 3.4486, 2.4907], [-0.1323, 2.8622, 2.8634], [6.3439, -2.5621, -3.9749], [7.2566, -3.7209, 1.0352], [-0.5104, 2.4626, -9.7307], [-0.8382, 3.5548, -8.9953], [0.4588, 1.8786, -9.1168], [-1.5745, 1.7472, -9.9404], [0.0464, 3.0276, -11.4824], [0.6171, 1.8849, -12.2378], [-1.1176, 3.6564, -12.1488], [1.4295, 4.1360, -10.9777], [0.7678, 5.6061, -11.2835], [0.8266, 5.9226, -12.7274], [-0.5127, 5.8942, -10.6295], [2.1915, 6.6801, -10.6330], [1.9879, 7.9733, -10.8731], [2.3306, 6.4817, -9.3367], [3.3013, 6.2990, -11.3085], [-4.3598, 8.7320, 1.4155], [-4.5019, 7.7564, 0.2188], [-5.7164, 6.9028, 0.1702], [-6.2384, 6.4785, -1.1016], [-6.3849, 7.6058, -2.1226], [-5.9306, 5.9234, 1.2096], [-5.0980, 4.6706, 1.0015], [-4.2329, 8.2484, 2.3841], [-5.2755, 9.3197, 1.4812], [-3.5459, 9.4152, 1.1728], [-4.3923, 8.2464, -0.7487], [-3.6568, 7.0680, 0.2224], [-5.5728, 5.6920, -1.4574], [-7.2040, 6.0339, -0.8608], [-6.7399, 7.1793, -3.0608], [-7.2445, 8.2463, -1.9254], [-5.5279, 8.2578, -2.2913], [-6.9753, 5.6133, 1.1883], [-5.7359, 6.2275, 2.2380], [-5.5341, 4.1710, 0.1365], [-5.1566, 3.9142, 1.7842], [-4.0683, 4.8156, 0.6748], [-6.7876, -9.0165, 3.4939], [-7.0005, -7.7636, 2.5749], [-7.5776, -7.8850, 1.2307], [-8.8087, -8.6465, 1.2733], [-9.7125, -8.5148, -0.0272], [-6.4934, -8.5162, 0.3783], [-5.4553, -7.4708, 0.0213], [-6.2604, -8.7893, 4.4204], [-6.1553, -9.7878, 3.0541], [-7.8188, -9.2460, 3.7624], [-7.6582, -7.1006, 3.1371], [-5.9674, -7.4172, 2.5470], [-8.7091, -9.7266, 1.3803], [-9.3221, -8.1345, 2.0872], [-9.3352, -8.9295, -0.9620], [-10.7452, -8.8329, 0.1159], [-9.8388, -7.4560, -0.2531], [-6.8693, -8.9336, -0.5558], [-5.9825, -9.3756, 0.8125], [-5.1458, -6.8881, 0.8889], [-6.0141, -6.9503, -0.7566], [-4.5530, -7.8425, -0.4641], [3.8444, -10.0687, 3.3908], [2.8965, -10.9866, 4.3279], [1.4780, -10.8038, 4.4709], [1.3176, -9.6182, 5.3846], [-0.1156, -8.8837, 5.3747], [0.7457, -10.6571, 3.1787], [0.8030, -12.0286, 2.4280], [4.1107, -10.5694, 2.4599], [4.7650, -10.0307, 3.9731], [3.5062, -9.0952, 3.0359], [2.9986, -11.9893, 3.9128], [3.3612, -11.1086, 5.3063], [1.4914, -9.9301, 6.4145], [2.0491, -8.8287, 5.2120], [-0.3576, -8.5468, 4.3667], [-0.8489, -9.6429, 5.6466], [-0.3540, -7.9329, 5.8515], [1.1689, -9.8040, 2.6485], [-0.3318, -10.5181, 3.2670], [0.5153, -12.8664, 3.0631], [1.8187, -12.2747, 2.1182], [0.2520, -11.9872, 1.4884], [2.2961, -3.4602, 5.9346], [3.2574, -3.4927, 6.6183], [4.5039, -3.5915, 6.0661], [3.2842, -3.3762, 8.0781], [4.6060, -3.6859, 5.0657], [5.3493, -3.7725, 6.5881], [2.6251, -2.6099, 8.4862], [4.3112, -3.1855, 8.3897], [3.1202, -4.3270, 8.5853], [2.0916, 5.7387, -3.1272], [1.2776, 5.3710, -3.9594], [1.6072, 4.6302, -5.0410], [-0.2216, 5.7131, -3.8615], [0.8530, 4.5561, -5.7086], [2.5833, 4.4422, -5.2201], [-0.6415, 5.2844, -2.9516], [-0.8396, 5.4843, -4.7298], [-0.4153, 6.7829, -3.7835], [6.6391, -8.0447, -2.9198], [6.0530, -8.9096, -3.5164], [4.7437, -8.8009, -3.6529], [6.7733, -9.9383, -4.3813], [4.3012, -7.9594, -3.3121], [4.2173, -9.6594, -3.7315], [6.3625, -10.9478, -4.3965], [7.7683, -10.1210, -3.9755], [6.8194, -9.7114, -5.4464], [0.4846, -5.3314, -6.8187], [1.0151, -4.6638, -7.6596], [2.2167, -4.2580, -7.4578], [0.3740, -4.3954, -8.9807], [2.7040, -4.4182, -6.5877], [2.6538, -3.6014, -8.0885], [0.9512, -4.8113, -9.8066], [0.5066, -3.3420, -9.2273], [-0.6482, -4.7704, -9.0316], [9.5228, 2.2904, 4.6103], [8.4406, 1.7340, 4.7534], [7.9716, 0.9518, 3.8485], [7.5459, 1.9334, 6.0088], [8.4075, 0.9889, 2.9382], [7.6081, 0.0389, 4.0822], [7.0491, 2.8666, 5.7433], [8.0590, 1.8162, 6.9633], [6.7846, 1.1541, 6.0426], [0.5355, 13.1727, -0.1641], [1.2303, 12.0293, -0.3207], [1.6369, 11.2747, 0.8175], [1.4542, 11.8160, 2.0974], [0.8023, 13.0985, 2.1553], [0.2176, 13.6842, 1.0406], [0.7651, 13.8510, 3.4291], [0.5130, 15.1060, 3.3615], [0.9057, 13.1426, 4.6992], [0.5257, 13.7161, 5.8953], [0.5972, 13.0162, 7.1355], [0.9216, 11.6314, 7.0824], [1.3582, 11.0773, 5.8995], [1.3280, 11.7761, 4.6654], [1.8578, 11.1662, 3.4233], [2.6282, 10.1869, 3.4921], [0.3174, 13.6666, -1.0995], [1.4600, 11.6258, -1.2958], [2.1927, 10.3576, 0.6895], [-0.2699, 14.6424, 1.1431], [0.1792, 14.7222, 5.7107], [0.3426, 13.4857, 8.0742], [0.9380, 10.8960, 7.8732], [1.7060, 10.0602, 6.0035]],
  "mulliken_charge": [-1.260, -0.247, 0.252, -1.205, -0.456, -1.276, -0.593, -0.872, -0.256, -0.827, 0.291, 0.370, 0.379, 0.278, 0.505, 0.405, 0.473, 0.391, 0.505, 0.386, 0.427, 0.322, 0.373, 0.419, 0.409, 0.365, 0.512, 0.320, 0.343, 0.253, -0.991, -0.986, 0.697, -0.233, -0.210, -0.207, 0.885, -0.617, -0.546, -0.506, 1.066, -0.668, -0.596, 0.584, -0.213, -0.210, -0.228, -1.330, -0.329, 0.166, -0.428, -1.243, -0.672, -1.023, 0.305, 0.303, 0.402, 0.354, 0.226, 0.338, 0.291, 0.391, 0.315, 0.336, 0.364, 0.300, 0.285, 0.385, 0.263, -1.086, -0.586, 0.035, -0.361, -1.356, -0.327, -1.139, 0.410, 0.276, 0.270, 0.443, 0.141, 0.229, 0.450, 0.316, 0.394, 0.367, 0.381, 0.221, 0.305, 0.255, 0.363, -0.986, -0.967, -0.035, -0.426, -1.290, -0.341, -1.370, 0.312, 0.296, 0.355, 0.437, 0.527, 0.329, 0.359, 0.323, 0.314, 0.374, 0.340, 0.404, 0.330, 0.311, 0.404, -0.606, 0.653, -0.377, -0.892, 0.236, 0.171, 0.266, 0.288, 0.257, -0.638, 0.680, -0.348, -0.850, 0.171, 0.231, 0.182, 0.314, 0.264, -0.549, 0.583, -0.385, -0.956, 0.244, 0.200, 0.326, 0.275, 0.264, -0.663, 0.724, -0.356, -0.987, 0.240, 0.182, 0.301, 0.291, 0.264, -0.614, 0.514, -0.345, -0.785, 0.236, 0.225, 0.213, 0.283, 0.267, -0.305, -0.609, -0.554, 0.098, 0.570, -0.757, 0.660, -0.684, 0.259, -0.353, -0.645, -0.362, -0.578, 0.252, 0.273, -0.606, 0.368, 0.420, 0.499, 0.418, 0.468, 0.392, 0.367, 0.411],
  "lumo_energy_ev": 0.322,
  "multiplicity": 1,
  "gap_ev": 1.73,
  "total_charge": -2,
  "fmax_ev_per_a": 4.80,
  "energy_ha": -5085.56243
}